# 1
This record from the OMol25 dataset describes C8B2O16Sn as an isolated structure in a non-equilibrium geometry. The level of theory is wB97M-V/def2-TZVPD.

Computed properties:
relative energy (zero: lowest compared OMol25 entry of this formula, charge and spin)	134.6	kcal per mole
charge	0
DFT total energy	-1772.77673	Ha
maximum force	5.92	eV/A

Geometry (Å):
Sn (-2.0907, 1.2960, -0.9676)
O (-5.1972, -6.1342, 2.1975)
C (-5.4891, -4.9700, 2.5934)
O (-4.6064, -4.0818, 3.1502)
B (-5.2616, -2.8142, 3.4690)
O (-6.6977, -3.1187, 3.3323)
C (-6.9021, -4.2900, 2.7076)
O (-8.0283, -4.7137, 2.2822)
O (-4.7712, -1.7327, 2.6098)
C (-4.5767, -0.7059, 3.3194)
O (-4.1824, 0.3819, 2.8830)
C (-4.8067, -1.0784, 4.8151)
O (-5.0751, -2.3827, 4.8758)
O (-4.6911, -0.3194, 5.8308)
O (2.9115, 1.1082, -1.8466)
C (4.0279, 1.5778, -2.1502)
O (4.3250, 2.1513, -3.2934)
B (5.6939, 2.6841, -3.2397)
O (6.2399, 2.1906, -2.0050)
C (5.3270, 1.5794, -1.2401)
O (5.4956, 1.0796, -0.1683)
O (6.3574, 2.1380, -4.4584)
C (6.6596, 3.0968, -5.2345)
O (7.1450, 2.9524, -6.3686)
C (6.2118, 4.4322, -4.5820)
O (5.7247, 4.1321, -3.4145)
O (6.2571, 5.5413, -5.0973)

Here are the natural (NBO) charges for atoms 1 to 6, given in e: atom 1 (Sn): 1.424, atom 2 (O): -0.521, atom 3 (C): 0.677, atom 4 (O): -0.663, atom 5 (B): 1.148, atom 6 (O): -0.655

---

# 2
This record from the OMol25 dataset describes a 2-piece molecular cluster, C8H10 overall in a non-equilibrium geometry. The level of theory is wB97M-V/def2-TZVPD.

Computed properties:
SMILES	c1ccccc1.C=C
relative energy (zero: lowest compared OMol25 entry of this formula, charge and spin)	91.4	kcal per mole
charge	0
DFT total energy	-310.69005	Ha
maximum force	7.06	eV/A

Geometry (Å):
C (0.2794, 1.7589, -0.2297)
C (-0.4671, 0.5753, -0.0158)
C (0.2868, -0.6138, -0.1357)
C (1.6173, -0.6598, -0.6784)
C (2.2846, 0.4952, -1.0121)
C (1.5178, 1.6921, -0.6222)
H (-0.0438, 2.9020, -0.0852)
H (-1.4808, 0.4655, 0.4421)
H (-0.1946, -1.5934, -0.0815)
H (2.2009, -1.6232, -0.6157)
H (3.3238, 0.4650, -1.1837)
H (1.9698, 2.8016, -0.5136)
C (-2.4446, -0.9791, 0.6757)
C (-2.4477, -1.8644, 1.6406)
H (-2.9518, -0.1222, 0.3902)
H (-1.8256, -1.1410, -0.2121)
H (-3.0323, -1.8908, 2.5412)
H (-1.7248, -2.6897, 1.5844)

Here are the natural (NBO) charges for atoms 1 to 6, given in e: atom 1 (C): -0.229, atom 2 (C): -0.212, atom 3 (C): -0.233, atom 4 (C): -0.204, atom 5 (C): -0.217, atom 6 (C): -0.203

---

Q: What is the formula in the first record?
A: C8B2O16Sn